# 1
# C26H17MnNO7P

A structure of composition C26H17MnNO7P (ωB97M-V with the def2-TZVPD basis set, the Open Molecules 2025 dataset).

ORCA input file:
```
! RIJCOSX wB97M-V def2-TZVPD def2/J DEFGRID3
* xyz 1 4
Mn -1.022 0.531 -1.528
O -6.635 -0.817 -0.233
C -5.347 -0.591 -0.454
C -4.466 -1.579 -0.925
C -3.164 -1.222 -1.125
N -2.746 0.015 -0.866
C -3.573 0.977 -0.448
C -4.890 0.719 -0.220
C -2.835 2.292 -0.364
O -3.287 3.284 0.113
O -1.605 2.173 -0.895
C -2.040 -2.049 -1.714
O -2.108 -3.228 -1.882
O -0.985 -1.276 -1.996
H -6.883 -1.732 -0.428
H -4.785 -2.590 -1.147
H -5.565 1.496 0.112
O 1.391 2.684 -3.726
C 1.281 1.814 -2.920
O 0.113 1.178 -2.716
C 2.441 1.252 -2.145
C 3.707 1.548 -2.632
C 4.835 0.987 -2.053
C 4.702 0.112 -0.984
C 3.447 -0.173 -0.473
C 2.312 0.407 -1.042
P 0.778 0.191 -0.107
C 0.905 1.284 1.329
C 1.708 0.845 2.390
C 1.905 1.668 3.484
C 1.308 2.922 3.534
C 0.534 3.366 2.474
C 0.332 2.554 1.366
C 0.673 -1.494 0.465
C 0.031 -1.791 1.671
C -0.076 -3.111 2.076
C 0.438 -4.126 1.277
C 1.047 -3.832 0.062
C 1.157 -2.519 -0.355
H 3.780 2.208 -3.486
H 5.815 1.220 -2.447
H 5.574 -0.351 -0.541
H 3.356 -0.851 0.367
H 2.181 -0.127 2.367
H 2.527 1.326 4.301
H 1.452 3.554 4.400
H 0.083 4.349 2.499
H -0.253 2.922 0.539
H -0.377 -1.001 2.287
H -0.560 -3.349 3.014
H 0.352 -5.156 1.598
H 1.426 -4.628 -0.564
H 1.609 -2.287 -1.311
*
```

Its LUMO energy (alpha / beta) is -6.00 / -4.50 eV. The expectation value of S² is 4.005. As for the energy above the lowest of the compared OMol25 structures with the same formula, charge and spin: 6.6 kcal/mol. Its largest force on an atom is 0.96 eV/A.

***

# 2
# C26H17N5O3PtS

A structure of composition C26H17N5O3PtS (ωB97M-V with the def2-TZVPD basis set, the Open Molecules 2025 dataset).

ORCA input file:
```
! RIJCOSX wB97M-V def2-TZVPD def2/J DEFGRID3
* xyz -2 3
Pt -0.750 -0.500 -1.198
O -0.239 0.069 -3.065
C -0.731 -0.496 -4.161
C -0.109 -0.138 -5.364
C -0.519 -0.621 -6.600
C -1.594 -1.508 -6.668
C -2.231 -1.881 -5.504
C -1.850 -1.401 -4.222
C -2.620 -1.819 -3.110
N -2.368 -1.470 -1.834
N -3.216 -1.864 -0.857
C -2.788 -1.539 0.331
O -1.626 -0.925 0.568
C -3.613 -1.879 1.492
C -3.055 -1.835 2.777
C -3.807 -2.186 3.888
C -5.135 -2.574 3.749
C -5.704 -2.594 2.477
C -4.958 -2.253 1.362
H 0.723 0.552 -5.287
H 0.002 -0.316 -7.501
H -1.926 -1.901 -7.623
H -3.073 -2.565 -5.548
H -3.484 -2.451 -3.282
H -2.024 -1.521 2.868
H -3.356 -2.165 4.874
H -5.722 -2.859 4.615
H -6.744 -2.883 2.363
H -5.395 -2.261 0.372
C 3.864 3.738 5.491
C 5.202 4.173 4.949
O 6.216 4.148 5.589
S 5.203 4.909 3.297
C 4.087 3.832 2.428
C 4.374 2.476 2.297
C 3.516 1.650 1.591
C 2.358 2.156 0.981
C 2.094 3.530 1.117
C 2.943 4.356 1.833
C 1.462 1.316 0.263
C 0.670 0.628 -0.352
H 4.009 3.050 6.322
H 3.251 3.276 4.722
H 3.348 4.628 5.852
H 5.273 2.075 2.750
H 3.735 0.595 1.489
H 1.201 3.926 0.653
H 2.727 5.412 1.937
N 0.552 -2.315 -1.424
C 1.622 -2.442 -1.890
N 2.820 -2.653 -2.258
C 3.384 -3.125 -3.329
N 4.000 -3.553 -4.220
*
```

Its LUMO energy (alpha / beta) is 3.64 / 3.64 eV. The expectation value of S² is 2.051. As for the energy above the lowest of the compared OMol25 structures with the same formula, charge and spin: 0.0 kcal/mol. Its largest force on an atom is 0.81 eV/A.

***

# 3
# C26H18AuNO6P

A structure of composition C26H18AuNO6P in a non-equilibrium geometry (ωB97M-V with the def2-TZVPD basis set, the Open Molecules 2025 dataset).

ORCA input file:
```
! RIJCOSX wB97M-V def2-TZVPD def2/J DEFGRID3
* xyz 1 1
Au 0.186 0.032 0.158
O -0.664 -1.802 -0.991
C 0.026 -2.526 -1.702
C 1.368 -2.353 -2.148
C 1.960 -3.412 -2.857
C 3.269 -3.347 -3.261
C 4.031 -2.196 -3.006
C 3.474 -1.141 -2.347
C 2.122 -1.158 -1.880
O 1.681 -0.107 -1.308
N 3.873 -4.483 -3.932
O 3.158 -5.428 -4.166
O 5.048 -4.399 -4.196
H -0.434 -3.465 -2.048
H 1.395 -4.307 -3.079
H 5.056 -2.162 -3.346
H 4.046 -0.250 -2.150
O -2.804 0.091 2.665
C -1.787 0.653 2.355
O -0.640 0.217 2.075
C -1.904 2.213 2.298
C -2.349 2.873 3.426
C -2.524 4.249 3.378
C -2.290 4.937 2.199
C -1.852 4.272 1.070
C -1.629 2.892 1.121
P -1.125 2.029 -0.398
C -0.105 3.135 -1.368
C 0.754 4.027 -0.719
C 1.562 4.859 -1.468
C 1.551 4.776 -2.853
C 0.741 3.850 -3.497
C -0.078 3.016 -2.760
C -2.692 1.706 -1.245
C -3.380 0.522 -0.986
C -4.617 0.315 -1.571
C -5.163 1.274 -2.409
C -4.474 2.451 -2.665
C -3.240 2.677 -2.085
H -2.559 2.322 4.330
H -2.863 4.772 4.258
H -2.456 6.002 2.153
H -1.684 4.808 0.146
H 0.776 4.064 0.361
H 2.202 5.571 -0.970
H 2.193 5.421 -3.434
H 0.750 3.777 -4.573
H -0.699 2.279 -3.248
H -2.941 -0.232 -0.347
H -5.150 -0.603 -1.379
H -6.123 1.104 -2.872
H -4.896 3.195 -3.323
H -2.704 3.595 -2.279
*
```

Its LUMO energy is -6.89 eV. As for the energy above the lowest of the compared OMol25 structures with the same formula, charge and spin: 57.9 kcal/mol. Its largest force on an atom is 4.99 eV/A.

***

# 4
# C26H18BrIMnN2O3S2

A structure of composition C26H18BrIMnN2O3S2 in a non-equilibrium geometry (ωB97M-V with the def2-TZVPD basis set, the Open Molecules 2025 dataset).

ORCA input file:
```
! RIJCOSX wB97M-V def2-TZVPD def2/J DEFGRID3
* xyz -2 2
Mn -0.215 -0.289 1.558
O -1.690 1.008 -2.373
C -2.120 2.226 -2.021
C -2.728 3.020 -2.991
C -3.191 4.287 -2.679
C -3.042 4.781 -1.388
C -2.428 4.005 -0.422
C -1.962 2.720 -0.709
C -1.308 1.909 0.323
O -1.026 0.663 0.057
N -1.021 2.445 1.480
N -0.453 1.514 2.305
C 0.010 1.952 3.441
C 0.501 1.111 4.482
C 0.944 1.684 5.686
C 1.325 0.914 6.766
C 1.269 -0.478 6.668
C 0.868 -1.080 5.493
C 0.501 -0.321 4.362
O 0.155 -0.924 3.277
H -1.345 0.578 -1.535
H -2.815 2.620 -3.994
H -3.672 4.885 -3.444
H -3.403 5.772 -1.139
H -2.291 4.371 0.587
H -0.027 3.028 3.610
H 0.971 2.768 5.754
H 1.651 1.383 7.688
H 1.541 -1.100 7.515
H 0.830 -2.159 5.400
S -0.689 -2.469 0.802
C 0.929 -3.137 0.975
C 1.056 -4.530 1.045
C 2.291 -5.155 1.111
C 3.445 -4.381 1.137
C 3.341 -3.002 1.076
C 2.104 -2.348 0.978
S 2.104 -0.603 0.790
H 0.146 -5.119 1.028
H 2.349 -6.239 1.141
H 4.423 -4.849 1.190
H 4.230 -2.381 1.088
Br -3.127 -1.642 -4.963
C -1.344 -1.093 -5.292
C -1.083 -0.435 -6.487
C 0.206 -0.045 -6.798
C 1.242 -0.328 -5.916
C 0.971 -0.977 -4.721
C -0.319 -1.366 -4.385
I -0.643 -2.227 -2.488
H -1.900 -0.233 -7.167
H 0.406 0.475 -7.727
H 2.257 -0.027 -6.143
H 1.778 -1.182 -4.029
*
```

Its LUMO energy (alpha / beta) is 4.00 / 4.00 eV. The expectation value of S² is 0.816. As for the energy above the lowest of the compared OMol25 structures with the same formula, charge and spin: 13.0 kcal/mol. Its largest force on an atom is 1.58 eV/A.

***

# 5
# C26H18Cl2MnN6O2Se

A structure of composition C26H18Cl2MnN6O2Se (ωB97M-V with the def2-TZVPD basis set, the Open Molecules 2025 dataset).

ORCA input file:
```
! RIJCOSX wB97M-V def2-TZVPD def2/J DEFGRID3
* xyz 1 5
Mn 0.471 1.453 -0.130
Cl -5.784 3.673 -1.547
C -4.066 3.536 -1.482
C -3.514 2.470 -0.781
C -2.141 2.344 -0.723
N -1.409 1.389 0.033
C -1.939 0.492 0.903
O -3.076 0.072 0.950
C -0.902 0.071 1.924
C -1.256 -0.600 3.072
C -0.295 -0.794 4.053
C 0.989 -0.311 3.843
C 1.272 0.329 2.653
N 0.348 0.512 1.705
C -1.314 3.259 -1.376
C -1.864 4.321 -2.068
C -3.246 4.461 -2.111
Cl -3.909 5.805 -2.964
N 0.067 2.972 -1.201
C 1.088 3.746 -1.656
O 1.031 4.758 -2.316
C 2.422 3.176 -1.227
C 3.609 3.714 -1.672
C 4.796 3.137 -1.255
C 4.753 2.026 -0.420
C 3.526 1.538 -0.028
N 2.378 2.113 -0.406
H -4.155 1.756 -0.289
H -2.283 -0.924 3.182
H -0.547 -1.296 4.978
H 1.762 -0.416 4.591
H 2.260 0.723 2.455
H -1.233 5.037 -2.567
H 3.567 4.566 -2.335
H 5.748 3.537 -1.580
H 5.656 1.538 -0.081
H 3.449 0.656 0.595
C 2.203 -3.345 -0.631
N 0.760 -3.156 -0.600
C 0.108 -2.054 -1.003
Se 0.843 -0.525 -1.766
N -1.205 -2.273 -0.837
C -1.426 -3.547 -0.323
C -2.585 -4.232 0.008
C -2.427 -5.514 0.498
C -1.158 -6.088 0.652
C -0.005 -5.402 0.317
C -0.168 -4.115 -0.177
H 2.689 -2.388 -0.470
H 2.518 -3.742 -1.595
H 2.481 -4.039 0.157
H -1.909 -1.589 -1.070
H -3.564 -3.787 -0.117
H -3.303 -6.090 0.764
H -1.079 -7.095 1.041
H 0.970 -5.856 0.430
*
```

Its LUMO energy (alpha / beta) is -3.46 / -3.71 eV. The expectation value of S² is 6.054. Its largest force on an atom is 0.46 eV/A.